No. 1
A cluster of 2 separate species, C4H14N3O in total at a distorted geometry, computed with ωB97M-V with the def2-TZVPD basis set.

The geometry in ORCA input format:
```
! RIJCOSX wB97M-V def2-TZVPD def2/J DEFGRID3
* xyz 1 1
C -0.34532 -1.03694 1.76303
C 0.05766 0.42927 1.61680
C 1.09668 0.73279 0.59979
N 2.46450 1.12692 -1.70144
C 1.48791 0.20073 -1.70250
N 0.75372 -0.02842 -0.66422
N -1.30803 -1.42045 0.63167
H -0.81493 -1.34010 2.70878
H 0.63640 -1.60757 1.61021
H 0.32414 0.77798 2.63546
H -0.82702 1.04876 1.38061
H 2.14518 0.52338 0.82743
H 0.97197 1.79744 0.32238
H 2.96698 1.41296 -2.53790
H 2.86841 1.34574 -0.80854
H 1.36348 -0.46218 -2.54180
H -0.92228 -1.61763 -0.28612
H -2.08494 -0.70343 0.32195
H -1.74924 -2.15049 1.15966
H -2.99039 1.05486 -1.50145
H -3.15044 -0.17177 -2.36286
O -2.94446 0.08812 -1.47094
*
```

Output
Relative energy (zero: lowest compared OMol25 entry of this formula, charge and spin) (eV): 1.885
Frontier orbital gap (Ha): 0.363
Lowest unoccupied orbital energy (eV): -2.70
E_HOMO (eV): -12.59

Formally, the Löwdin partial charges of the atoms, in units of the elementary charge, are as follows: -0.13 -0.21 -0.23 0.11 -0.28 -0.01 0.15 0.13 0.16 0.13 0.12 0.12 0.13 0.12 0.08 0.12 0.13 0.17 0.14 0.06 0.05 -0.05

***

No. 2
A cluster of 4 separate species, C25H53BN2O14 in total at a distorted geometry, computed with ωB97M-V with the def2-TZVPD basis set.

The geometry in ORCA input format:
```
! RIJCOSX wB97M-V def2-TZVPD def2/J DEFGRID3
* xyz 0 1
N -2.51935 -0.85883 -0.51939
C -3.14733 -2.17786 -0.64480
C -2.33669 -3.15433 -1.46438
O -3.07378 -4.37611 -1.54766
C -2.05137 -2.62711 -2.87910
C -0.70352 -2.01811 -3.07419
C -0.40380 -1.06507 -3.95704
B -1.40626 -0.41953 -4.99546
N -1.57116 -1.15148 -6.26460
O -2.12931 0.71376 -4.74602
C 1.03908 -0.74283 -3.78644
O 1.66051 0.16268 -4.31449
O 1.57505 -1.62545 -2.88824
C 0.53051 -2.36631 -2.34354
O 0.73569 -3.12150 -1.43912
H -3.19829 -0.12208 -0.54262
H -1.80550 -0.68709 -1.20576
H -3.23679 -2.60912 0.34288
H -4.15832 -2.09223 -1.04246
H -1.43205 -3.38614 -0.92881
H -3.85595 -4.17892 -2.06063
H -2.23910 -3.40069 -3.60733
H -2.78119 -1.84495 -3.07105
H -2.31302 -1.83247 -6.11456
H -0.74079 -1.72698 -6.36505
H -3.03800 0.53246 -4.51192
C 0.43871 2.72387 -6.51612
O 0.06349 2.48554 -7.85296
C -1.11573 1.69593 -7.94117
C -1.74755 1.84715 -9.30467
O -2.50492 3.04012 -9.46085
C -1.77526 4.24006 -9.66555
C -1.21855 4.38835 -11.06352
O -0.02055 3.64626 -11.21077
C 0.30719 3.43322 -12.56326
H 0.64922 1.78742 -5.98653
H 1.34511 3.32561 -6.52909
H -0.34348 3.27558 -5.98071
H -1.83635 1.99986 -7.17430
H -0.84551 0.65218 -7.77955
H -2.47165 1.03789 -9.42181
H -1.00334 1.74435 -10.09661
H -0.99020 4.35970 -8.91694
H -2.50359 5.04005 -9.51666
H -0.99844 5.44853 -11.25322
H -1.96761 4.04503 -11.78747
H -0.47276 2.85111 -13.06861
H 1.23745 2.87000 -12.59289
H 0.45022 4.38339 -13.09171
C -0.80442 1.56816 4.52901
O 0.37268 1.32601 3.79610
C 1.48506 1.08528 4.64043
C 2.59826 0.39865 3.88138
O 2.41482 -0.99978 3.69222
C 1.47251 -1.38474 2.69881
C 1.95669 -1.18944 1.28083
O 1.80345 0.16571 0.88430
C 2.58864 0.49976 -0.23806
H -0.69616 2.44803 5.17484
H -1.60606 1.74965 3.81624
H -1.07054 0.69838 5.14249
H 1.18608 0.46284 5.49001
H 1.85170 2.04833 5.02246
H 3.50478 0.48235 4.48441
H 2.78516 0.89974 2.93005
H 0.51023 -0.89334 2.85474
H 1.32708 -2.45641 2.85120
H 1.36277 -1.81968 0.60862
H 3.00879 -1.49238 1.21550
H 3.65861 0.39219 -0.02343
H 2.38830 1.54215 -0.47961
H 2.33450 -0.11937 -1.10220
C 2.86365 0.13792 12.32510
O 2.35253 -0.77626 11.38372
C 1.53022 -1.75976 11.98665
C 0.65351 -2.43309 10.95595
O -0.48804 -1.67315 10.58852
C -0.27666 -0.58832 9.69745
C -0.06386 -1.01000 8.26133
O 1.27124 -1.43263 8.05392
C 1.40590 -2.19046 6.86947
H 3.47515 -0.37036 13.07996
H 3.48625 0.85080 11.78884
H 2.05275 0.68339 12.82227
H 0.89542 -1.30315 12.75556
H 2.17465 -2.51397 12.46001
H 0.25205 -3.34142 11.40986
H 1.23361 -2.72707 10.07943
H 0.53557 0.05488 10.04046
H -1.20111 -0.00835 9.73721
H -0.26843 -0.15401 7.60109
H -0.76019 -1.82168 8.01706
H 0.80119 -3.10433 6.92139
H 2.45205 -2.46910 6.76802
H 1.11440 -1.60688 5.99314
*
```

Output
SMILES string: NC[C@@H](O)CC1=C(B(N)O)C(=O)OC1=O.COCCOCCOC.COCCOCCOC.COCCOCCOC
Frontier orbital gap (Ha): 0.284
Lowest unoccupied orbital energy (eV): -1.33
E_HOMO (eV): -9.07

Formally, the Löwdin partial charges of the atoms, in units of the elementary charge, are as follows: 0.04 -0.23 -0.36 -0.02 -0.06 -0.08 0.06 -0.55 0.17 0.17 -0.37 0.16 0.14 -0.35 0.18 0.07 0.05 0.11 0.12 0.13 0.08 0.14 0.12 0.09 0.08 0.11 -0.10 -0.19 -0.21 -0.18 -0.13 -0.18 -0.21 -0.20 -0.12 0.07 0.09 0.09 0.12 0.10 0.13 0.12 0.12 0.13 0.13 0.13 0.09 0.09 0.09 -0.11 -0.19 -0.20 -0.17 -0.14 -0.18 -0.19 -0.19 -0.10 0.09 0.09 0.08 0.10 0.13 0.13 0.12 0.12 0.13 0.11 0.13 0.09 0.09 0.07 -0.12 -0.20 -0.21 -0.18 -0.13 -0.18 -0.21 -0.19 -0.10 0.09 0.09 0.09 0.13 0.13 0.13 0.12 0.12 0.13 0.11 0.13 0.09 0.09 0.06

***

No. 3
A structure of composition C5H6N at a distorted geometry, computed with ωB97M-V with the def2-TZVPD basis set.

The geometry in ORCA input format:
```
! RIJCOSX wB97M-V def2-TZVPD def2/J DEFGRID3
* xyz 1 1
C -0.11556 0.90887 0.39500
C -1.67616 -0.74334 0.14517
C -1.47817 0.76523 0.16820
C -0.97169 -0.13150 -1.00881
C 2.10581 -0.02250 -0.18455
N 0.86620 0.33580 0.11161
H -1.03621 -1.32106 0.87043
H -2.75965 -0.95946 0.04812
H -2.25296 1.52315 0.33455
H 2.75151 0.46409 0.39454
H 2.30447 0.22717 -1.31410
H 2.26242 -1.04644 0.03986
*
```

Output
Relative energy (zero: lowest compared OMol25 entry of this formula, charge and spin) (eV): 7.285
Frontier orbital gap (Ha): 0.337
Lowest unoccupied orbital energy (eV): -5.74
E_HOMO (eV): -14.92

Formally, the Löwdin partial charges of the atoms, in units of the elementary charge, are as follows: 0.05 -0.09 -0.17 0.22 0.00 0.12 0.15 0.15 0.17 0.08 0.19 0.12

***

lowest unoccupied orbital energy of number 2 (C25H53BN2O14)? -1.33 eV

***

Copy entry 3 word for word.
A structure of composition C5H6N at a distorted geometry, computed with ωB97M-V with the def2-TZVPD basis set.

The geometry in ORCA input format:
```
! RIJCOSX wB97M-V def2-TZVPD def2/J DEFGRID3
* xyz 1 1
C -0.11556 0.90887 0.39500
C -1.67616 -0.74334 0.14517
C -1.47817 0.76523 0.16820
C -0.97169 -0.13150 -1.00881
C 2.10581 -0.02250 -0.18455
N 0.86620 0.33580 0.11161
H -1.03621 -1.32106 0.87043
H -2.75965 -0.95946 0.04812
H -2.25296 1.52315 0.33455
H 2.75151 0.46409 0.39454
H 2.30447 0.22717 -1.31410
H 2.26242 -1.04644 0.03986
*
```

Output
Relative energy (zero: lowest compared OMol25 entry of this formula, charge and spin) (eV): 7.285
Frontier orbital gap (Ha): 0.337
Lowest unoccupied orbital energy (eV): -5.74
E_HOMO (eV): -14.92

Formally, the Löwdin partial charges of the atoms, in units of the elementary charge, are as follows: 0.05 -0.09 -0.17 0.22 0.00 0.12 0.15 0.15 0.17 0.08 0.19 0.12

***

lowest unoccupied orbital energy of number 2 (C25H53BN2O14)? -1.33 eV